Record 1
Entry from the Open Molecules 2025 dataset: 6 unconnected molecules or ions with the total composition C10H21Br2F6O9S2 at a distorted geometry (ωB97M-V with the def2-TZVPD basis set).

Values from the calculation:
- HOMO level: 0.05612 Eh
- HOMO-LUMO gap: 2.49 eV
- Net charge: -3

Each line ends with the Löwdin charge.
CARTESIAN COORDINATES (ANGSTROEM)
O 0.089 0.283 1.008  0.38
H 0.069 0.246 1.967  0.17
H -0.806 0.034 0.767  0.18
H 0.292 1.162 0.678  0.17
C 3.321 3.876 1.747  -0.12
C 3.014 4.199 0.246  -0.70
C 4.084 3.554 -0.669  -0.12
O 1.755 3.827 -0.188  -0.33
H 3.431 2.797 1.852  0.04
H 2.565 4.267 2.427  0.05
H 4.276 4.266 2.099  0.03
H 3.236 5.265 0.196  0.08
H 4.286 2.507 -0.441  0.05
H 5.005 4.087 -0.434  0.04
H 3.865 3.687 -1.729  0.06
C 1.824 0.493 -5.696  -0.16
C 0.486 0.356 -5.147  -0.77
C 0.301 -0.725 -4.091  -0.11
O -0.071 1.567 -4.758  -0.34
H 2.497 0.926 -4.956  0.07
H 1.800 1.027 -6.646  0.06
H 2.192 -0.481 -6.016  0.04
H -0.050 0.038 -6.042  0.08
H 0.664 -1.685 -4.459  0.03
H -0.763 -0.917 -3.951  0.06
H 0.850 -0.496 -3.177  0.06
C -5.951 2.267 0.499  -0.62
F -6.941 2.829 -0.183  0.11
F -5.344 3.164 1.325  0.09
F -6.410 1.179 1.172  0.08
S -4.577 1.657 -0.744  0.51
O -3.804 0.526 -0.158  -0.41
O -5.347 1.325 -1.957  -0.38
O -3.646 2.782 -1.010  -0.37
C -2.944 -1.670 6.100  -0.70
F -3.764 -1.502 7.102  0.13
F -2.429 -2.883 6.200  0.12
F -3.561 -1.410 4.960  0.14
S -1.447 -0.398 6.289  0.49
O -2.016 0.848 6.807  -0.37
O -0.393 -0.978 7.144  -0.39
O -0.931 -0.231 4.909  -0.41
Br 0.374 -4.803 0.968  0.61
C 1.640 -6.150 0.243  -0.71
C 1.167 -6.777 -1.005  -0.63
Br 2.609 -8.032 -1.701  0.51
H 1.609 -6.893 1.040  0.04
H 2.607 -5.654 0.160  0.06
H 1.085 -6.084 -1.843  0.05
H 0.201 -7.271 -0.901  0.06



Record 2
Entry from the Open Molecules 2025 dataset: 2 unconnected molecules or ions with the total composition C3H2N2O at a distorted geometry (ωB97M-V with the def2-TZVPD basis set).

Values from the calculation:
- HOMO level: -0.39312 Eh
- HOMO-LUMO gap: 10.42 eV
- Net charge: 0

Each line ends with the Löwdin charge.
CARTESIAN COORDINATES (ANGSTROEM)
C -0.753 -1.314 1.262  -0.32
C 0.291 -0.478 -0.614  -0.02
C 0.199 2.522 0.110  -0.03
N -1.408 -2.084 1.825  0.15
N -0.047 -0.399 0.581  0.00
O 0.832 2.656 -0.782  0.04
H 0.839 0.423 -1.128  0.08
H 0.046 -1.326 -1.253  0.09



Record 3
Entry from the Open Molecules 2025 dataset: a molecular structure, C32H32BCl2MnN4O2P2 (ωB97M-V with the def2-TZVPD basis set).

Values from the calculation:
- HOMO level (spin up / spin down): -0.53051 / -0.53030 Eh
- HOMO-LUMO gap (spin up / spin down): 7.15 / 8.42 eV
- Net charge: +2
- Spin multiplicity: 5

Each line ends with the Mulliken spin population.
CARTESIAN COORDINATES (ANGSTROEM)
Mn -1.786 0.753 -0.419  4.10
Cl -3.652 2.053 1.946  0.01
C -3.879 0.403 2.487  -0.01
Cl -3.103 -0.776 1.355  0.02
H -4.935 0.161 2.495  0.00
H -3.401 0.256 3.449  0.00
B -2.192 2.525 -3.148  -0.01
N -2.004 3.308 -1.811  -0.01
C -1.880 4.617 -1.636  0.02
C -1.364 4.865 -0.364  0.00
C -1.184 3.616 0.189  0.03
N -1.565 2.674 -0.701  -0.06
N -3.221 1.382 -2.846  0.02
C -4.092 0.849 -3.688  0.02
C -4.710 -0.246 -3.082  0.00
C -4.143 -0.316 -1.832  0.01
N -3.246 0.691 -1.684  -0.13
H -1.134 2.041 -3.471  0.00
H -2.667 3.256 -3.963  0.00
H -2.147 5.294 -2.431  0.00
H -1.154 5.820 0.084  0.00
H -0.826 3.333 1.164  0.00
H -4.236 1.286 -4.662  0.00
H -5.482 -0.874 -3.489  0.00
H -4.349 -1.000 -1.028  0.00
O -0.438 0.870 0.914  -0.07
P 0.514 -0.056 1.692  -0.04
C 0.598 -1.649 0.825  0.01
P 0.479 -1.467 -0.990  -0.01
O -0.779 -0.644 -1.303  0.06
C 1.909 -0.579 -1.554  0.01
C 1.737 0.594 -2.288  -0.01
C 2.853 1.296 -2.720  0.00
C 4.125 0.836 -2.414  0.00
C 4.296 -0.335 -1.683  0.00
C 3.191 -1.049 -1.258  0.00
C 0.359 -3.089 -1.680  0.00
C -0.409 -3.255 -2.834  0.00
C -0.465 -4.500 -3.438  0.00
C 0.241 -5.567 -2.900  0.00
C 1.007 -5.402 -1.753  0.00
C 1.069 -4.162 -1.139  0.00
C 2.119 0.686 1.746  0.01
C 3.094 0.129 2.578  0.00
C 4.368 0.668 2.587  0.00
C 4.663 1.761 1.779  0.00
C 3.690 2.318 0.961  0.00
C 2.412 1.781 0.937  0.00
C -0.100 -0.355 3.330  0.00
C -0.498 0.769 4.061  0.00
C -0.985 0.615 5.347  0.00
C -1.067 -0.656 5.910  0.00
C -0.662 -1.771 5.191  0.00
C -0.178 -1.625 3.898  0.00
H -0.268 -2.251 1.119  0.00
H 1.508 -2.178 1.118  0.00
H 0.743 0.948 -2.533  0.01
H 2.727 2.198 -3.303  0.00
H 4.992 1.385 -2.756  0.00
H 5.291 -0.695 -1.457  0.00
H 3.332 -1.973 -0.707  0.00
H -0.958 -2.420 -3.250  0.00
H -1.059 -4.638 -4.332  0.00
H 0.195 -6.537 -3.377  0.00
H 1.553 -6.238 -1.339  0.00
H 1.671 -4.046 -0.246  0.00
H 2.857 -0.706 3.228  0.00
H 5.128 0.247 3.232  0.00
H 5.657 2.186 1.796  0.00
H 3.926 3.173 0.342  0.00
H 1.651 2.206 0.294  0.00
H -0.424 1.761 3.629  0.00
H -1.288 1.482 5.918  0.00
H -1.441 -0.774 6.918  0.00
H -0.720 -2.755 5.636  0.00
H 0.137 -2.505 3.352  0.00



Record 4
Entry from the Open Molecules 2025 dataset: a molecular structure, C4H13N2O at a distorted geometry (ωB97M-V with the def2-TZVPD basis set).

Values from the calculation:
- HOMO level: -0.10775 Eh
- HOMO-LUMO gap: 7.10 eV
- Net charge: -1

Each line ends with the Löwdin charge.
CARTESIAN COORDINATES (ANGSTROEM)
C -2.518 0.952 -0.542  -0.13
C -1.054 1.251 -0.831  -0.36
N -0.602 0.866 -2.216  -0.07
H -2.866 0.130 -1.122  0.05
H -2.718 0.878 0.500  0.05
H -3.125 1.821 -0.832  0.06
H -0.810 2.312 -0.761  0.08
H -0.434 0.796 -0.008  0.06
H 0.505 0.612 -2.043  0.09
H -1.045 0.044 -2.592  0.02
C 0.964 -1.287 -0.018  -0.50
O 1.302 -0.896 -1.291  -0.37
C 1.747 -0.446 1.135  -0.26
N 1.751 -0.994 2.555  0.00
H -0.351 -1.350 0.310  0.12
H 1.279 -2.432 0.304  0.08
H 2.609 -0.251 0.628  0.05
H 1.185 0.419 1.081  0.03
H 1.941 -1.978 2.590  0.03
H 2.241 -0.448 3.152  -0.02



Record 5
Entry from the Open Molecules 2025 dataset: 3 unconnected molecules or ions with the total composition C18H31BBr2NO7S2 at a distorted geometry (ωB97M-V with the def2-TZVPD basis set).

Values from the calculation:
- HOMO level: -0.19074 Eh
- HOMO-LUMO gap: 7.28 eV
- Net charge: -1

Each line ends with the Löwdin charge.
CARTESIAN COORDINATES (ANGSTROEM)
C 6.362 0.593 3.562  -0.07
C 5.420 -0.479 3.026  -0.31
C 4.759 -1.267 3.944  -0.07
C 3.864 -2.227 3.529  -0.04
C 3.663 -2.388 2.168  -0.26
C 2.650 -3.401 1.675  -0.12
B 1.120 -2.848 1.923  -0.70
N 0.699 -2.875 3.470  0.18
C 0.278 -3.977 3.768  -0.39
O -0.401 -4.907 4.097  0.07
C 0.837 -1.372 1.283  -0.64
Br 0.879 -1.505 -0.699  0.69
C -0.493 -0.743 1.778  -0.73
C -1.677 -1.713 1.722  -0.14
Br -0.823 0.914 0.721  0.68
C 4.333 -1.624 1.235  -0.05
C 5.226 -0.666 1.684  -0.06
H 6.933 1.091 2.776  0.07
H 6.998 0.143 4.333  0.07
H 5.759 1.354 4.079  0.07
H 4.935 -1.137 5.011  0.11
H 3.298 -2.860 4.201  0.11
H 2.739 -3.593 0.597  0.08
H 2.771 -4.377 2.167  0.10
H 0.383 -3.643 1.356  0.09
H 1.610 -0.628 1.521  0.07
H -0.335 -0.399 2.802  0.09
H -1.724 -2.299 2.643  0.08
H -1.597 -2.331 0.826  0.07
H -2.604 -1.123 1.703  0.06
H 4.121 -1.796 0.185  0.11
H 5.729 -0.058 0.934  0.11
O -6.289 4.154 1.521  -0.28
S -5.333 5.084 1.001  0.56
O -5.410 5.544 -0.352  -0.28
O -3.870 4.538 1.284  -0.27
C -3.538 3.198 0.848  -0.27
C -3.264 3.149 -0.642  -0.10
C -5.247 6.483 2.070  -0.13
H -4.324 2.496 1.130  0.12
H -2.639 2.909 1.390  0.05
H -4.172 3.340 -1.215  0.07
H -2.883 2.169 -0.927  0.03
H -2.536 3.910 -0.925  0.09
H -5.135 6.136 3.093  0.07
H -6.175 7.040 1.958  0.07
H -4.402 7.100 1.772  0.07
O 0.053 0.738 -4.883  -0.28
S -0.363 -0.618 -4.684  0.57
O 0.595 -1.668 -4.544  -0.28
O -1.387 -1.011 -5.855  -0.27
C -0.971 -0.797 -7.210  -0.27
C -0.016 -1.874 -7.689  -0.08
C -1.507 -0.694 -3.352  -0.14
H -0.533 0.198 -7.319  0.11
H -1.877 -0.819 -7.814  0.12
H 0.938 -1.814 -7.166  0.07
H 0.175 -1.765 -8.758  0.08
H -0.428 -2.865 -7.500  0.08
H -2.266 0.071 -3.499  0.07
H -0.957 -0.509 -2.428  -0.01
H -1.952 -1.685 -3.326  0.08